Below is the molecule CH3N5O2 at a distorted geometry, with properties calculated with ωB97M-V/def2-TZVPD.

Geometry (Å):
1 C 0.282 -0.417 -0.011
2 H -0.986 1.868 0.848
3 H -0.959 1.895 -0.816
4 H 3.230 0.054 -0.067
5 N -1.344 1.413 0.004
6 N -0.974 0.088 0.018
7 N -1.891 -0.887 -0.033
8 N -1.328 -1.980 -0.007
9 N 1.371 0.280 0.038
10 O 0.112 -1.765 0.049
11 O 2.485 -0.550 -0.024

M (g mol⁻¹): 117.1
Structure (SMILES): Nn1nno/c1=N\O
E_HOMO (eV): -8.80
Total charge: 0
Orbital gap (hartree): 0.3497

***

Below is the molecule CH3N5O2 at a distorted geometry, with properties calculated with ωB97M-V/def2-TZVPD.

Geometry (Å):
1 C -1.865 -1.083 -0.322
2 N -1.906 -0.112 0.465
3 N -0.979 0.153 1.292
4 N 0.208 0.412 0.870
5 N 0.620 0.431 -0.427
6 N 1.896 0.753 -0.653
7 O 2.260 0.858 -1.786
8 O 2.638 1.003 0.290
9 H -0.978 -1.768 -0.286
10 H -2.691 -1.500 -0.995
11 H 0.796 0.854 1.553

M (g mol⁻¹): 117.1
E_HOMO (spin up / spin down) (eV): -9.74 / -9.74
Total charge: 0
Orbital gap (spin up / spin down) (hartree): 0.3064 / 0.3064

***

Below is the molecule CH3N5O2 at a distorted geometry, with properties calculated with ωB97M-V/def2-TZVPD.

Geometry (Å):
1 C -0.245 -0.105 -0.143
2 H -0.921 1.184 1.915
3 H -1.855 2.494 0.745
4 H 2.099 -0.096 -2.304
5 N -1.169 1.660 0.788
6 N -0.602 1.156 -0.328
7 N -0.493 -0.751 1.019
8 N -0.168 -1.980 0.906
9 N 0.643 -0.914 -0.983
10 O 0.572 -2.116 -0.378
11 O 2.139 -0.532 -1.236

M (g mol⁻¹): 117.1
Structure (SMILES): N/N=c1\nnon1O
E_HOMO (eV): -8.38
Total charge: 0
Orbital gap (hartree): 0.2697

***

Below is a structure of composition CH3N5O4 at a distorted geometry, with properties calculated with ωB97M-V/def2-TZVPD.

Geometry (Å):
1 C -1.436 0.370 -0.015
2 N -1.734 1.494 -0.234
3 N -1.742 -0.805 0.323
4 N 0.764 -0.049 -0.157
5 N 1.234 -1.273 -0.211
6 N 1.581 1.082 0.056
7 O 0.281 -2.074 -0.078
8 O 1.012 2.102 -0.314
9 O 2.316 -1.719 -0.430
10 O 2.626 0.963 0.632
11 H -1.516 2.393 -0.689
12 H -2.542 -0.927 0.962
13 H -0.845 -1.556 0.157

M (g mol⁻¹): 149.1
E_HOMO (eV): -10.79
Total charge: 0
Orbital gap (hartree): 0.3819

***

Below is the molecule CH3N5O5S at a distorted geometry, with properties calculated with ωB97M-V/def2-TZVPD.

Geometry (Å):
1 C -2.044 0.342 -0.989
2 N -2.331 0.722 -2.025
3 N -2.362 -1.289 0.607
4 N -1.730 -0.100 0.243
5 N 2.412 0.517 0.318
6 N 1.769 0.069 -0.678
7 O 1.905 0.221 -1.863
8 O 0.581 -0.602 -0.303
9 O 0.108 1.470 1.030
10 O -0.143 -0.748 2.098
11 O 3.390 1.367 0.048
12 S -0.167 0.082 0.950
13 H -3.071 -1.475 1.310
14 H -1.885 -2.120 0.163
15 H 3.569 1.545 -0.912

M (g mol⁻¹): 197.1
Structure (SMILES): N#CN(N)S(=O)(=O)O/[N+]([O-])=N/O
E_HOMO (eV): -10.49
Total charge: 0
Orbital gap (hartree): 0.3865

***

Below is the molecule CH3NO at a distorted geometry, with properties calculated with ωB97M-V/def2-TZVPD.

Geometry (Å):
1 C -0.632 -0.391 0.002
2 N 0.514 0.377 -0.075
3 O -1.710 0.090 -0.135
4 H -0.248 -1.434 -0.068
5 H 1.382 -0.018 0.179
6 H 0.693 1.377 0.097

M (g mol⁻¹): 45.0
Structure (SMILES): NC=O
E_HOMO (eV): -10.30
Total charge: 0
Orbital gap (hartree): 0.4146

***

Below is a cluster of 2 separate species, CH3NO2 in total at a distorted geometry, with properties calculated with ωB97M-V/def2-TZVPD.

Geometry (Å):
1 C -0.314 -0.407 -0.826
2 N 0.371 0.518 1.079
3 O 0.856 -0.194 1.891
4 O 0.178 1.686 1.035
5 H -0.349 0.467 -1.406
6 H 0.329 -1.169 -1.291
7 H -1.072 -0.901 -0.481

M (g mol⁻¹): 61.0
E_HOMO (spin up / spin down) (eV): -9.67 / -9.62
Total charge: 0
Orbital gap (spin up / spin down) (hartree): 0.3315 / 0.3255

***

Below is a cluster of 2 separate species, CH3NO2 in total at a distorted geometry, with properties calculated with ωB97M-V/def2-TZVPD.

Geometry (Å):
1 C -1.215 0.121 0.185
2 N 1.274 -0.141 -0.209
3 O 1.680 -1.229 -0.053
4 O 1.691 0.870 -0.728
5 H -1.235 1.191 0.369
6 H -0.939 -0.407 -0.686
7 H -1.256 -0.405 1.122

M (g mol⁻¹): 61.0
E_HOMO (spin up / spin down) (eV): -9.25 / -10.10
Total charge: 0
Orbital gap (spin up / spin down) (hartree): 0.2940 / 0.3653

***

Below is a cluster of 2 separate species, CH3NO2P in total at a distorted geometry, with properties calculated with ωB97M-V/def2-TZVPD.

Geometry (Å):
1 C -1.520 -0.050 -0.140
2 N -1.943 -0.851 0.692
3 O -1.601 0.392 -1.210
4 O 0.707 0.419 0.740
5 P 1.647 -0.205 -0.253
6 H -1.831 -1.031 1.649
7 H 2.951 0.630 -0.025
8 H 1.590 0.694 -1.452

M (g mol⁻¹): 92.0
E_HOMO (eV): -2.90
Total charge: -1
Orbital gap (hartree): 0.2597

***

Below is a cluster of 2 separate species, CH3NO2S in total at a distorted geometry, with properties calculated with ωB97M-V/def2-TZVPD.

Geometry (Å):
1 C -1.167 -0.376 -0.487
2 N 0.081 -0.235 -0.150
3 O 3.884 -1.061 -0.059
4 O 0.991 0.489 -0.556
5 S 3.450 0.351 -0.002
6 H -1.855 -1.043 -0.188
7 H -1.499 0.453 -1.171
8 H 3.117 0.688 1.527

M (g mol⁻¹): 93.1
E_HOMO (spin up / spin down) (eV): -10.00 / -8.66
Total charge: 0
Orbital gap (spin up / spin down) (hartree): 0.3448 / 0.2739